Computed, not measured: a molecular structure, C9H19Br2F4NO2SSi2, with ωB97M-V with the def2-TZVPD basis set.

Each line ends with the Löwdin charge.
CARTESIAN COORDINATES (ANGSTROEM)
C 3.085 1.039 -0.415  -0.126
C 2.720 0.204 -1.776  -0.639
Br 3.294 -1.735 -1.977  0.574
C 1.972 0.854 -2.880  -0.721
Br 1.580 -0.260 -4.545  0.545
Si 1.345 2.678 -2.946  0.627
O -0.396 2.846 -2.556  -0.406
Si -1.063 1.338 -1.962  0.161
N -0.812 1.123 -0.157  -0.139
S -3.246 1.550 -2.183  0.370
C 2.467 3.968 -2.071  -0.273
F 3.924 3.586 -2.202  -0.047
F 2.351 5.234 -2.888  -0.065
C 2.072 4.366 -0.544  -0.111
F 3.163 4.080 0.462  -0.056
F 0.819 3.797 -0.014  -0.040
H 4.052 1.696 -0.488  0.098
H 2.130 1.602 -0.042  0.073
H 3.322 0.217 0.419  0.097
H 1.401 3.041 -4.389  0.031
H -0.722 0.152 -2.733  -0.043
H -0.768 0.078 0.040  0.036
H -1.673 1.511 0.329  0.031
H -3.841 0.291 -2.359  -0.168
H 1.945 5.552 -0.501  0.190
C -3.467 -2.564 3.379  -0.081
C -2.836 -2.475 1.998  -0.279
O -1.431 -2.234 2.031  -0.177
C -0.635 -3.214 2.693  -0.277
C -0.744 -4.598 2.078  -0.082
H -3.281 -1.644 3.945  0.084
H -4.549 -2.714 3.295  0.079
H -3.060 -3.393 3.961  0.064
H -3.286 -1.634 1.461  0.116
H -3.053 -3.369 1.407  0.105
H -0.875 -3.235 3.761  0.105
H 0.405 -2.875 2.618  0.119
H -1.762 -4.991 2.131  0.065
H -0.086 -5.300 2.599  0.079
H -0.460 -4.570 1.020  0.082

Cartesian forces, eV/Å:
C 0.1 -1.9 0.6
C -1.8 2.5 -2.6
Br -0.6 2.5 0.5
C 2.4 -2.9 3.1
Br 0.4 1.5 1.7
Si -2.5 -0.8 -1.4
O 2.4 -2.8 0.6
Si -1.0 1.1 1.7
N -1.0 -0.8 -1.4
S -0.5 -0.2 -0.4
C 2.2 1.5 0.0
F -4.1 1.1 0.6
F 0.2 -3.2 2.4
C 0.5 2.1 2.5
F -3.1 0.3 -3.0
F 3.8 1.0 -1.9
H -2.1 -1.2 -0.2
H 1.8 -0.9 -0.8
H -0.6 1.8 -1.8
H 0.2 0.0 0.5
H 0.4 0.0 0.0
H -0.1 1.7 -0.1
H 1.5 -0.8 -0.7
H 1.3 1.0 0.2
H 0.2 -2.8 -0.1
C 0.0 0.1 0.1
C 0.0 0.0 0.1
O 0.1 0.1 -0.1
C 0.0 0.0 -0.1
C -0.1 -0.1 -0.1
H -0.1 -0.1 -0.1
H 0.1 0.0 0.0
H -0.1 0.0 0.0
H 0.3 0.0 0.0
H 0.0 -0.1 0.0
H 0.0 -0.1 0.0
H -0.3 0.2 -0.1
H 0.1 0.0 0.1
H -0.1 0.1 -0.1
H 0.0 0.0 0.2

LUMO energy	-0.55	eV
gap between HOMO and LUMO	8.7	eV
multiplicity	1

---

Computed, not measured: 2 unconnected molecules or ions with the total composition C9H19Cl2FN2O4S, with ωB97M-V with the def2-TZVPD basis set.

Each line ends with the Löwdin charge.
CARTESIAN COORDINATES (ANGSTROEM)
C -3.129 1.427 -2.295  0.015
C -1.869 1.810 -2.424  -0.155
C -1.243 2.842 -1.534  -0.170
N 0.047 2.370 -0.984  -0.216
O 0.237 2.794 0.350  -0.126
C -0.422 1.906 1.272  -0.159
C -0.363 0.416 0.993  -0.212
N 1.004 -0.084 0.922  -0.045
C 1.044 -1.536 0.711  -0.183
C 1.066 -1.950 -0.785  -0.428
C 0.054 -3.037 -1.080  -0.050
O 0.787 -0.869 -1.647  -0.047
S 1.384 2.772 -1.850  0.614
O 2.482 1.972 -1.456  -0.221
O 0.986 2.917 -3.201  -0.220
F 1.705 4.213 -1.329  -0.121
H -3.754 1.805 -1.493  0.060
H -3.578 0.724 -2.984  0.057
H -1.241 1.394 -3.204  0.105
H -1.886 3.038 -0.678  0.120
H -1.122 3.784 -2.075  0.126
H -1.466 2.223 1.360  0.116
H 0.062 2.118 2.227  0.128
H -0.901 0.144 0.085  0.114
H -0.909 -0.051 1.830  0.121
H 1.431 0.090 1.825  0.110
H 0.189 -2.025 1.199  0.059
H 1.955 -1.904 1.185  0.105
H 2.065 -2.348 -1.000  0.136
H -0.953 -2.717 -0.804  0.083
H 0.297 -3.938 -0.511  0.083
H 0.071 -3.291 -2.140  0.080
H 1.489 -0.217 -1.536  0.062
Cl 2.194 -4.151 3.475  0.511
C 0.918 -3.289 4.340  -1.016
Cl -0.630 -3.343 3.488  0.520
H 0.787 -3.758 5.308  0.021
H 1.214 -2.252 4.443  0.021

Cartesian forces, eV/Å:
C 0.0 0.0 0.0
C 0.0 -0.1 0.0
C -0.2 0.1 -0.2
N -0.2 0.4 0.1
O 0.2 -0.4 0.0
C -0.1 0.0 0.0
C 0.1 0.1 0.1
N -0.1 -0.2 0.1
C -0.1 0.1 0.0
C 0.1 -0.1 0.1
C 0.1 -0.1 0.1
O 0.0 0.1 -0.2
S 0.2 -0.2 0.2
O 0.0 0.0 0.0
O -0.1 -0.1 -0.1
F -0.1 0.1 0.0
H 0.0 0.0 -0.1
H 0.0 0.0 0.0
H 0.0 0.1 0.0
H 0.0 0.0 0.0
H 0.1 0.0 0.0
H 0.0 -0.1 0.0
H 0.1 0.1 -0.1
H 0.1 0.1 -0.1
H -0.1 0.0 -0.1
H 0.2 0.2 -0.1
H 0.1 0.0 0.0
H -0.1 -0.1 0.0
H 0.0 0.1 -0.1
H 0.0 0.0 0.0
H -0.1 0.0 0.0
H 0.0 0.0 0.0
H -0.1 0.2 0.1
Cl 0.0 0.0 0.0
C 0.0 0.0 0.0
Cl -0.1 0.0 0.1
H 0.0 0.0 0.0
H 0.0 0.0 0.0

LUMO energy	0.46	eV
gap between HOMO and LUMO	9.6	eV
multiplicity	1
structure (SMILES)	C=CCN(OCCNC[C@@H](C)O)S(=O)(=O)F.ClCCl

---

Computed, not measured: 5 unconnected molecules or ions with the total composition C9H19Cl2N3O8, with ωB97M-V with the def2-TZVPD basis set.

Each line ends with the Löwdin charge.
CARTESIAN COORDINATES (ANGSTROEM)
C -1.820 3.445 -0.415  0.024
N -0.544 2.712 -0.263  -0.437
O 0.015 2.231 -1.238  0.048
O -0.113 2.525 0.859  0.064
H -1.914 4.231 0.354  0.102
H -2.569 2.629 -0.240  0.106
H -1.938 3.919 -1.412  0.093
C 2.562 -3.191 4.053  0.043
N 1.957 -3.437 2.705  -0.423
O 2.358 -2.872 1.706  0.052
O 1.070 -4.285 2.664  0.052
H 2.315 -2.186 4.466  0.105
H 3.671 -3.199 3.946  0.112
H 2.126 -3.959 4.717  0.098
C -3.297 -1.979 0.450  0.050
N -1.861 -1.552 0.422  -0.449
O -1.672 -0.384 0.231  0.043
O -0.972 -2.355 0.652  0.068
H -3.660 -1.880 1.488  0.112
H -3.422 -2.990 0.099  0.089
H -3.724 -1.322 -0.311  0.083
O 4.979 0.664 2.449  0.099
C 4.195 0.382 1.582  -0.482
C 2.707 0.612 1.545  -0.064
C 2.350 0.379 0.046  -0.157
C 3.356 -0.634 -0.316  -0.151
O 4.570 -0.288 0.442  0.012
H 2.224 -0.106 2.241  0.127
H 2.511 1.593 1.908  0.105
H 1.332 0.014 0.020  0.101
H 2.391 1.257 -0.535  0.092
H 3.077 -1.673 0.013  0.115
H 3.601 -0.556 -1.351  0.115
Cl -2.717 -0.413 -3.395  0.551
C -2.568 1.226 -4.081  -0.697
C -3.879 1.889 -4.357  -0.668
Cl -4.532 2.457 -2.814  0.558
H -2.016 1.183 -5.048  0.087
H -1.925 1.874 -3.458  0.062
H -4.628 1.275 -4.860  0.076
H -3.595 2.764 -4.960  0.082

Cartesian forces, eV/Å:
C -1.1 0.0 0.0
N 1.5 -0.9 0.0
O -0.9 0.7 -0.3
O -0.6 0.6 0.2
H 0.3 -0.7 -0.2
H 0.4 1.0 -0.3
H 0.3 -0.8 0.6
C 0.5 0.5 0.6
N -1.0 -0.9 -0.6
O 0.4 0.3 0.9
O 0.5 0.5 0.4
H -0.1 -0.6 -0.8
H -0.9 -0.3 0.1
H 0.6 0.4 -0.4
C 0.1 0.2 -0.5
N 0.6 -1.3 0.8
O 0.1 1.3 -0.3
O -0.7 0.0 -0.2
H 0.1 0.2 -0.7
H 0.4 -0.4 0.2
H -0.5 0.1 0.7
O -0.2 0.0 -0.4
C 0.5 -0.8 -0.2
C 0.1 -0.3 -0.5
C -1.2 -0.5 2.7
C 0.9 -1.4 0.7
O -0.6 0.4 0.4
H 0.2 0.3 -0.6
H -0.3 0.8 0.3
H -0.2 -0.2 -0.4
H 0.3 1.1 -0.6
H 0.2 1.1 -0.7
H 0.4 -0.4 -0.7
Cl 0.1 0.3 0.0
C 1.3 0.1 -1.0
C 0.5 0.5 -0.1
Cl -0.6 0.3 0.3
H -0.4 -0.5 0.6
H -0.5 -0.6 0.1
H 0.3 0.1 0.1
H -0.6 -0.1 0.1

LUMO energy	0.21	eV
gap between HOMO and LUMO	9.7	eV
multiplicity	1
structure (SMILES)	C[N+](=O)[O-].C[N+](=O)[O-].C[N+](=O)[O-].O=C1CCCO1.ClCCCl

---

Computed, not measured: 2 unconnected molecules or ions with the total composition C9H19ClNO, with ωB97M-V with the def2-TZVPD basis set.

Each line ends with the Löwdin charge.
CARTESIAN COORDINATES (ANGSTROEM)
Cl 9.124 -7.587 8.549  -0.999
C 11.434 -7.952 0.227  -0.032
C 10.004 -7.373 -0.037  -0.475
C 9.504 -7.828 -1.408  -0.138
C 8.812 -9.231 -1.372  -0.202
C 7.733 -9.327 -0.320  -0.163
C 8.382 -8.897 1.048  -0.452
N 9.041 -7.558 1.090  -0.095
O 9.483 -7.225 2.366  0.026
C 7.072 -8.935 1.908  -0.048
C 9.203 -10.118 1.593  -0.028
C 10.207 -5.854 -0.312  -0.051
H 11.829 -7.747 1.222  0.078
H 12.094 -7.536 -0.535  0.079
H 11.510 -9.025 0.398  0.054
H 8.697 -7.152 -1.690  0.107
H 10.220 -7.823 -2.230  0.122
H 9.583 -9.986 -1.225  0.102
H 8.384 -9.478 -2.343  0.102
H 7.405 -10.366 -0.350  0.114
H 6.927 -8.716 -0.727  0.120
H 6.573 -9.872 1.661  0.072
H 7.283 -8.993 2.976  0.084
H 6.408 -8.124 1.611  0.086
H 9.375 -9.977 2.660  0.080
H 8.683 -11.066 1.459  0.090
H 10.218 -10.149 1.195  0.054
H 11.053 -5.727 -0.988  0.074
H 10.425 -5.283 0.590  0.083
H 9.349 -5.374 -0.782  0.076
H 9.901 -8.035 2.665  0.080

Cartesian forces, eV/Å:
Cl 0.0 0.0 0.0
C -0.4 -0.2 0.9
C 1.9 1.4 0.3
C -2.5 -2.0 0.3
C 1.1 0.2 -0.8
C 2.4 0.9 -1.1
C -2.8 -1.5 1.0
N -1.7 -1.4 -3.0
O 0.3 -0.2 -0.5
C 0.8 0.1 0.2
C 0.7 1.2 0.0
C 0.3 0.2 0.8
H -0.1 1.3 0.1
H 0.2 -0.5 0.1
H -0.3 -0.4 -1.4
H 0.0 0.2 -0.1
H 0.5 0.3 0.5
H 0.1 -0.2 0.3
H 0.0 0.2 -0.3
H -0.2 0.1 0.7
H -0.3 0.3 0.8
H -0.1 0.0 0.0
H -0.2 0.5 0.1
H 0.1 0.1 0.4
H -0.3 -0.2 0.3
H 0.0 0.2 -0.1
H -0.2 -0.4 -0.4
H 0.0 0.0 -0.1
H 0.1 -0.1 0.2
H -0.2 -0.3 0.1
H 0.5 -0.1 0.7

LUMO energy	2.36	eV
energy above the lowest of the compared OMol25 structures with the same formula, charge and spin	45.6	kcal per mole
gap between HOMO and LUMO	5.7	eV
multiplicity	1
net charge	-1

---

Computed, not measured: a molecular structure, C9H19F3HgN2O8S, with ωB97M-V with the def2-TZVPD basis set.

Each line ends with the Löwdin charge.
CARTESIAN COORDINATES (ANGSTROEM)
Hg -0.032 -1.082 0.822  1.134
O 0.462 -0.452 2.864  -0.506
H 0.352 0.489 3.045  -0.124
O 0.669 -3.254 1.531  -0.394
C -0.122 -4.043 0.754  -0.527
C -0.262 -3.596 -0.701  -0.475
O -0.715 -2.310 -0.962  -0.399
H -1.130 -4.129 1.228  0.082
H 0.208 -5.115 0.699  0.068
H -0.939 -4.295 -1.250  0.076
H 0.741 -3.752 -1.177  0.074
C -4.580 -2.211 1.799  -0.659
F -4.297 -3.123 0.874  0.128
F -5.922 -2.079 1.942  0.078
F -4.131 -2.668 2.983  0.102
S -3.763 -0.591 1.409  0.460
O -4.198 -0.229 0.068  -0.348
O -4.239 0.282 2.464  -0.343
O -2.361 -0.953 1.487  -0.370
C -1.662 1.414 -1.104  -0.291
O -0.834 0.799 -0.484  -0.015
N -1.464 2.652 -1.640  -0.195
C -2.529 3.330 -2.328  -0.081
C -0.220 3.335 -1.431  -0.072
H -2.656 0.989 -1.316  0.130
H -2.102 3.928 -3.138  0.076
H -3.067 4.052 -1.696  0.083
H -3.280 2.635 -2.697  0.085
H 0.564 3.025 -2.130  0.085
H -0.292 4.424 -1.464  0.077
H 0.122 3.120 -0.415  0.090
C 3.236 -0.292 0.247  -0.301
O 2.117 -0.268 -0.188  -0.006
N 4.176 0.680 0.044  -0.203
C 5.534 0.500 0.486  -0.086
C 3.897 1.861 -0.709  -0.071
H 3.562 -1.049 0.979  0.150
H 6.267 0.749 -0.287  0.078
H 5.719 -0.518 0.822  0.082
H 5.734 1.169 1.336  0.083
H 2.819 1.968 -0.829  0.078
H 4.324 2.734 -0.205  0.083
H 4.295 1.873 -1.735  0.085

Cartesian forces, eV/Å:
Hg 0.1 -1.9 1.0
O 0.4 0.4 -0.3
H -0.2 0.0 -0.2
O 0.4 0.2 -0.4
C -0.4 -0.3 0.7
C -0.1 0.1 -1.3
O 0.5 0.5 1.0
H -0.3 0.1 -0.4
H 0.3 0.0 -0.1
H 0.0 -0.2 0.3
H 0.1 0.0 0.2
C 0.5 0.6 0.5
F -0.5 -0.1 0.0
F 0.0 -0.3 -0.4
F -0.1 -0.1 -0.2
S 1.0 0.3 -0.2
O -0.5 -0.1 0.2
O -0.2 -0.1 -0.1
O -1.4 0.1 0.4
C -0.5 -0.6 -0.2
O 0.4 1.1 -0.2
N -0.3 0.3 -0.2
C -0.1 0.6 0.1
C 0.6 0.1 0.8
H 0.0 0.1 0.1
H -0.1 -0.3 -0.3
H 0.1 -0.1 0.2
H 0.2 -0.1 -0.1
H -0.1 -0.1 0.0
H -0.5 0.0 -0.3
H 0.2 -0.2 -0.2
C -0.2 0.0 0.9
O 0.4 0.5 -0.8
N 0.6 -0.4 -0.4
C 0.1 0.4 0.6
C -0.4 0.5 -0.5
H 0.1 -0.2 -0.3
H -0.1 -0.1 -0.2
H -0.2 -0.1 -0.1
H 0.1 -0.1 0.0
H 0.0 0.0 0.3
H -0.2 0.0 0.1
H 0.2 -0.3 0.1

LUMO energy	4.24	eV
energy above the lowest of the compared OMol25 structures with the same formula, charge and spin	0.0	kcal per mole
gap between HOMO and LUMO	4.2	eV
multiplicity	1
net charge	-2

---

Computed, not measured: a molecular structure, C9H19F4IN3O9PtS4, with ωB97M-V with the def2-TZVPD basis set.

Each line ends with the Löwdin charge.
CARTESIAN COORDINATES (ANGSTROEM)
Pt -0.928 -0.561 0.481  0.824
N -2.203 0.597 1.620  -0.487
S -2.302 1.489 2.889  0.400
O -2.794 1.002 4.188  -0.326
O -2.398 2.891 2.428  -0.378
F -0.724 1.439 3.120  -0.249
S -3.934 0.736 1.435  0.449
O -4.404 1.853 0.628  -0.354
O -4.758 0.195 2.484  -0.325
F -4.018 -0.401 0.354  -0.295
N 0.134 -3.869 3.769  -0.276
S 0.541 -2.220 3.394  0.681
O 0.352 -1.332 4.556  -0.286
O 0.036 -1.641 2.082  -0.523
F 2.120 -2.448 3.297  -0.199
S -1.334 -3.628 4.047  0.401
O -2.143 -2.749 3.179  -0.318
O -1.650 -3.580 5.452  -0.304
F -1.724 -5.098 3.602  -0.213
I -1.879 -2.781 -0.722  0.001
C 0.956 2.718 -1.750  -0.028
C 0.129 1.434 -1.707  -0.451
C -0.084 0.838 -3.156  -0.110
C 1.218 0.181 -3.726  -0.211
C 1.579 -0.784 -2.747  -0.180
C 1.967 -0.277 -1.310  -0.462
N 0.755 0.358 -0.890  -0.191
O 0.910 0.944 0.387  -0.093
C 2.148 -1.440 -0.276  -0.042
C 3.270 0.565 -1.200  -0.018
C -1.327 1.816 -1.450  -0.077
H 1.530 3.099 -0.905  0.083
H 0.325 3.537 -2.095  0.092
H 1.782 2.775 -2.458  0.073
H -0.919 0.176 -3.388  0.124
H -0.193 1.644 -3.881  0.109
H 2.070 0.854 -3.813  0.100
H 0.977 -0.174 -4.728  0.117
H 2.411 -1.357 -3.157  0.120
H 0.907 -1.637 -2.646  0.109
H 3.019 -2.066 -0.465  0.084
H 2.335 -0.978 0.694  0.075
H 1.248 -2.053 -0.217  0.027
H 3.421 1.132 -2.119  0.063
H 3.357 1.277 -0.379  0.080
H 4.120 -0.093 -1.021  0.078
H -2.000 0.959 -1.426  0.065
H -1.803 2.551 -2.100  0.097
H -1.459 2.345 -0.506  0.084
H 1.361 1.760 0.155  0.062

Cartesian forces, eV/Å:
Pt -1.7 -0.7 -0.2
N -2.0 -2.6 -2.6
S -0.8 3.3 2.6
O 1.1 0.9 -1.5
O 0.1 -0.4 1.4
F 1.2 -0.2 0.6
S -0.2 1.6 1.0
O 0.4 -0.4 0.0
O -0.6 -0.7 -0.5
F 0.2 -1.1 -0.9
N 4.4 4.4 -2.4
S -1.4 1.9 0.5
O 0.8 -1.9 -2.5
O 3.1 -2.7 3.9
F -0.6 0.1 -0.6
S -6.9 0.2 0.8
O 2.0 -1.7 1.5
O 0.2 -0.2 -0.5
F -0.8 -0.7 0.0
I 0.3 0.0 -0.2
C 0.9 1.1 -1.2
C -0.8 -0.8 -3.3
C 2.8 1.2 -1.9
C -2.0 2.1 -0.2
C 2.8 -4.0 1.7
C 0.6 -1.4 -0.1
N -2.0 1.8 0.6
O 1.0 0.2 0.2
C 0.1 0.4 -0.5
C -0.1 0.1 -0.8
C -0.7 0.3 2.6
H -0.7 -0.2 0.8
H -0.2 0.0 0.4
H 0.0 -0.8 -0.6
H 0.0 -0.2 1.1
H -0.6 0.7 0.4
H -0.2 0.6 -0.2
H 0.2 -0.5 0.1
H 0.9 0.0 0.3
H -0.9 0.4 0.4
H 0.0 0.0 -0.4
H -0.2 -0.1 0.0
H 0.1 0.0 0.0
H 0.3 0.0 0.0
H -0.6 0.0 0.2
H 0.0 -0.2 -0.4
H 0.1 -0.2 0.0
H 0.7 -0.2 -0.9
H 0.1 -0.3 0.5
H 0.2 0.7 0.8

<S²>	3.76
LUMO energy (alpha / beta)	3.73 / 3.67	eV
gap between HOMO and LUMO (alpha / beta)	2.6 / 6.3	eV
multiplicity	4
net charge	-2

---

Number 1: energy -192770.46100 eV. Number 2: energy -59405.78477 eV. Number 3: energy -55527.66349 eV. Number 4: energy -25700.69222 eV. Number 5: energy -52161.22262 eV. Number 6: energy -98089.82892 eV.